# 1
{"formula": "C8H21PSi", "method": "ωB97M-V/def2-TZVPD", "symbols": ["C", "C", "C", "C", "C", "C", "C", "C", "Si", "P", "H", "H", "H", "H", "H", "H", "H", "H", "H", "H", "H", "H", "H", "H", "H", "H", "H", "H", "H", "H", "H"], "xyz": [[-0.953, -2.499, 1.665], [-2.359, 2.328, 0.156], [-0.413, -2.009, -2.240], [2.389, 1.009, -1.242], [2.749, 0.634, 1.717], [-0.911, -0.968, 1.663], [-0.942, 1.846, 0.163], [-0.656, -0.516, -1.868], [-0.609, -0.043, -0.035], [2.257, -0.298, 0.115], [-1.118, -2.936, 2.639], [-1.589, -2.961, 0.878], [0.113, -2.757, 1.234], [-2.822, 2.633, -0.860], [-3.064, 1.527, 0.631], [-2.470, 3.265, 0.816], [-1.431, -2.442, -2.470], [0.196, -2.337, -3.142], [-0.003, -2.482, -1.241], [3.277, 1.556, -0.810], [1.539, 1.606, -1.382], [2.724, 0.395, -2.032], [1.986, 0.266, 2.462], [2.759, 1.718, 1.454], [3.736, 0.130, 1.787], [-0.214, -0.583, 2.294], [-1.979, -0.597, 1.851], [-0.499, 2.331, 1.119], [-0.275, 2.301, -0.705], [-1.547, -0.190, -2.275], [0.128, 0.071, -2.343]], "mulliken_charge": [-1.09, -1.07, -0.85, -1.24, -0.97, -0.38, -0.01, -0.73, -0.31, 0.19, 0.36, 0.28, 0.22, 0.27, 0.23, 0.32, 0.28, 0.29, 0.13, 0.41, 0.37, 0.29, 0.24, 0.26, 0.37, 0.39, 0.29, 0.31, 0.10, 0.68, 0.37], "total_charge": 0, "multiplicity": 1, "total_energy_ev": -25799.871, "e_lumo_ha": 0.019, "homo_energy_ev": -6.953, "max_force_ev_per_a": 6.3, "homo_lumo_gap_ev": 7.479}

***

# 2
{"formula": "C4H4N4", "method": "ωB97M-V/def2-TZVPD", "symbols": ["C", "C", "C", "C", "H", "H", "H", "H", "N", "N", "N", "N"], "xyz": [[-1.921, -0.049, -0.224], [0.014, -0.696, 0.337], [1.460, 0.928, -0.101], [0.087, 0.755, 0.497], [-1.557, 1.967, -0.254], [-2.956, 0.073, -0.546], [2.056, 1.775, -0.100], [0.136, 1.143, 1.516], [-1.127, 1.065, -0.245], [-1.356, -1.165, 0.120], [1.128, -1.236, -0.128], [1.995, -0.176, -0.271]], "mulliken_charge": [-0.08, 0.44, -0.48, 0.38, 0.24, 0.36, 0.45, 0.33, -0.27, -0.58, -0.50, -0.29], "total_charge": 0, "smiles": "C1=NN=C2N=CN[C@H]12", "multiplicity": 1, "total_energy_ev": -10170.442, "e_lumo_ha": -0.001, "homo_energy_ev": -9.285, "max_force_ev_per_a": 3.4, "homo_lumo_gap_ev": 9.261}

***

# 3
{"formula": "C5H9NO", "method": "ωB97M-V/def2-TZVPD", "symbols": ["C", "C", "C", "N", "C", "C", "H", "H", "H", "H", "H", "H", "H", "H", "H", "O"], "xyz": [[-1.465, -2.655, -1.133], [-0.452, -1.563, -0.948], [0.878, -1.509, -1.338], [1.382, -0.326, -0.873], [0.422, 0.349, -0.129], [-0.703, -0.435, -0.150], [-1.179, -3.603, -0.676], [-2.365, -2.427, -0.543], [-1.827, -2.739, -2.150], [1.488, -2.227, -1.851], [2.339, -0.126, -0.631], [0.803, 1.139, 0.494], [-1.627, -0.197, 0.345], [-0.498, 4.010, 3.330], [0.471, 4.975, 4.159], [0.010, 4.825, 3.315]], "mulliken_charge": [-1.10, 0.70, -0.78, -0.04, -0.61, -0.41, 0.28, 0.31, 0.28, 0.39, 0.26, 0.37, 0.35, 0.32, 0.32, -0.64], "total_charge": 0, "smiles": "Cc1cc[nH]c1.O", "multiplicity": 1, "total_energy_ev": -8867.942, "e_lumo_ha": 0.028, "homo_energy_ev": -8.119, "max_force_ev_per_a": 1.5, "homo_lumo_gap_ev": 8.894}

***

# 4
{"formula": "C3H9NO2", "method": "ωB97M-V/def2-TZVPD", "symbols": ["C", "C", "C", "N", "O", "O", "H", "H", "H", "H", "H", "H", "H", "H", "H"], "xyz": [[-0.697, -0.303, -0.078], [1.631, 0.129, 0.257], [-0.526, -0.522, -1.571], [0.347, -0.296, 0.763], [-0.591, 1.596, 1.553], [-1.738, -1.112, 0.359], [-0.162, 1.574, 2.433], [-1.730, -1.092, 1.327], [-0.993, 1.108, 0.450], [2.320, 0.275, 1.088], [2.042, -0.674, -0.371], [1.587, 1.047, -0.334], [0.153, 0.214, -1.999], [-0.144, -1.514, -1.824], [-1.499, -0.431, -2.054]], "mulliken_charge": [0.64, -0.80, -1.24, -0.36, -0.85, -0.49, 0.29, 0.37, 0.48, 0.30, 0.35, 0.29, 0.35, 0.33, 0.35], "total_charge": 0, "multiplicity": 1, "total_energy_ev": -8837.031, "e_lumo_ha": [-0.039, -0.034], "homo_energy_ev": [-8.489, -8.443], "max_force_ev_per_a": 5.4, "homo_lumo_gap_ev": [7.428, 7.511]}

***

# 5
{"formula": "C4H12O4", "method": "ωB97M-V/def2-TZVPD", "symbols": ["C", "O", "C", "C", "C", "O", "H", "H", "H", "H", "H", "H", "H", "H", "H", "H", "O", "H", "H", "O"], "xyz": [[0.899, 0.087, 1.745], [0.678, 0.652, 3.053], [0.504, 1.004, 0.595], [-0.009, 0.242, -0.768], [-1.276, 0.952, -1.233], [-1.204, 1.529, -2.301], [0.263, -0.744, 1.969], [2.047, -0.162, 1.762], [0.650, 1.627, 2.967], [1.312, 1.813, 0.666], [-0.569, 1.538, 0.783], [0.895, 0.387, -1.486], [-0.179, -0.871, -0.561], [-2.115, 1.182, -0.517], [2.377, -2.813, -1.689], [2.594, -1.533, -1.754], [1.915, -2.183, -2.164], [-2.512, -1.530, 0.096], [-3.564, -0.616, -0.807], [-2.707, -0.561, -0.355]], "mulliken_charge": [-0.26, -0.54, -0.49, -0.20, -0.10, -0.55, 0.31, 0.16, 0.30, 0.29, 0.24, 0.17, 0.29, 0.37, 0.29, 0.30, -0.59, 0.31, 0.31, -0.61], "total_charge": 0, "smiles": "O=CCCCO.O.O", "multiplicity": 1, "total_energy_ev": -12528.860, "e_lumo_ha": 0.011, "homo_energy_ev": -9.203, "max_force_ev_per_a": 5.4, "homo_lumo_gap_ev": 9.513}

***

# 6
{"formula": "C4H11NO", "method": "ωB97M-V/def2-TZVPD", "symbols": ["C", "N", "C", "C", "C", "O", "H", "H", "H", "H", "H", "H", "H", "H", "H", "H", "H"], "xyz": [[2.235, -0.025, 0.325], [0.938, 0.493, 0.578], [0.359, 0.983, -0.618], [-1.112, 0.847, -0.385], [-1.575, -0.670, -0.416], [-1.110, -1.396, 0.789], [2.959, 0.786, 0.222], [2.250, -0.556, -0.620], [2.553, -0.716, 1.127], [0.242, -0.178, 0.982], [0.680, 0.264, -1.574], [0.674, 2.001, -0.928], [-1.653, 1.445, -1.126], [-1.357, 1.167, 0.629], [-2.676, -0.728, -0.621], [-1.107, -1.112, -1.410], [0.301, -1.464, -0.474]], "mulliken_charge": [-0.96, -0.50, -0.62, -0.46, -0.62, -0.58, 0.27, 0.38, 0.32, 0.49, 0.23, 0.35, 0.40, 0.36, 0.31, 0.21, 0.40], "total_charge": 0, "multiplicity": 1, "total_energy_ev": -7857.213, "e_lumo_ha": -0.090, "homo_energy_ev": -8.800, "max_force_ev_per_a": 5.0, "homo_lumo_gap_ev": 6.344}

***

# 7
{"formula": "C4H10N2", "method": "ωB97M-V/def2-TZVPD", "symbols": ["C", "C", "C", "C", "N", "N", "H", "H", "H", "H", "H", "H", "H", "H", "H", "H"], "xyz": [[0.741, 0.818, 1.513], [-0.275, 0.933, 0.450], [-0.240, -0.340, -0.377], [-1.288, -0.566, -1.250], [-1.313, -1.580, -2.145], [2.107, 0.523, 1.043], [0.476, 0.184, 2.215], [0.836, 1.852, 2.033], [-1.297, 1.115, 0.886], [-0.024, 1.818, -0.213], [0.600, -1.028, -0.592], [-2.254, -0.154, -0.984], [-2.212, -1.705, -2.462], [-1.012, -2.547, -1.947], [2.773, 0.215, 1.768], [2.381, 0.461, 0.061]], "mulliken_charge": [-0.62, -0.32, -0.39, -0.21, -0.52, -0.44, 0.42, 0.23, 0.28, 0.21, 0.31, 0.25, 0.25, 0.22, 0.16, 0.18], "total_charge": 0, "smiles": "N/C=C/CCN", "multiplicity": 1, "total_energy_ev": -7288.286, "e_lumo_ha": 0.042, "homo_energy_ev": -7.803, "max_force_ev_per_a": 6.7, "homo_lumo_gap_ev": 8.940}

***

# 8
{"formula": "C4H8O3", "method": "ωB97M-V/def2-TZVPD", "symbols": ["C", "O", "C", "O", "C", "C", "O", "H", "H", "H", "H", "H", "H", "H", "H"], "xyz": [[-0.893, 0.394, -1.683], [-0.197, -0.453, -0.793], [-0.194, 0.817, 1.178], [-0.104, 1.901, 0.728], [-0.175, -0.301, 1.890], [1.196, -0.518, -1.021], [-0.116, -0.201, 3.275], [-1.917, 0.470, -1.306], [-0.907, -0.028, -2.696], [-0.456, 1.402, -1.706], [-0.324, -1.275, 1.444], [1.417, -0.942, -2.009], [1.610, -1.167, -0.245], [1.661, 0.475, -0.933], [0.704, 0.252, 3.500]], "mulliken_charge": [-0.71, -0.34, 0.81, -0.44, -0.54, -0.71, -0.51, 0.24, 0.28, 0.34, 0.39, 0.32, 0.24, 0.32, 0.30], "total_charge": 0, "smiles": "O=C=CO.COC", "multiplicity": 1, "total_energy_ev": -10417.544, "e_lumo_ha": 0.025, "homo_energy_ev": -8.376, "max_force_ev_per_a": 0.9, "homo_lumo_gap_ev": 9.062}

***

# 9
{"formula": "C11H16Si", "method": "ωB97M-V/def2-TZVPD", "symbols": ["C", "C", "C", "C", "C", "C", "C", "C", "C", "C", "C", "Si", "H", "H", "H", "H", "H", "H", "H", "H", "H", "H", "H", "H", "H", "H", "H", "H"], "xyz": [[-3.660, 0.467, 0.193], [-3.034, 0.428, -1.014], [-2.967, 0.074, 1.368], [-1.675, 0.055, -1.114], [-1.618, -0.249, 1.280], [-1.001, -0.322, 0.030], [3.096, 1.158, 0.354], [1.742, 1.109, 0.198], [0.937, 2.427, 0.105], [1.353, -3.396, 0.035], [1.637, -2.028, 0.623], [0.912, -0.563, 0.145], [-4.746, 0.559, 0.128], [-3.654, 0.790, -1.797], [-3.311, 0.123, 2.398], [-1.061, 0.042, -2.101], [-1.041, -0.613, 2.178], [3.574, 0.271, 0.416], [3.668, 2.122, 0.290], [0.268, 2.328, 0.971], [0.280, 2.364, -0.745], [1.589, 3.339, 0.042], [1.476, -4.180, 0.818], [0.360, -3.668, -0.400], [2.098, -3.709, -0.666], [1.414, 1.703, -2.190], [2.574, -1.969, 1.004], [0.793, 1.339, -2.550]], "mulliken_charge": [-0.51, -0.35, -0.49, -0.32, -0.45, 0.56, -1.01, 0.54, -1.08, -1.17, -0.41, 0.22, 0.32, 0.39, 0.35, 0.20, 0.25, 0.34, 0.24, 0.32, 0.33, 0.35, 0.32, 0.30, 0.31, 0.16, 0.41, -0.12], "total_charge": 0, "multiplicity": 1, "total_energy_ev": -19539.829, "e_lumo_ha": 0.010, "homo_energy_ev": -7.657, "max_force_ev_per_a": 4.2, "homo_lumo_gap_ev": 7.936}

***

# 10
{"formula": "C6H7NO3", "method": "ωB97M-V/def2-TZVPD", "symbols": ["C", "C", "C", "C", "C", "C", "N", "O", "O", "O", "H", "H", "H", "H", "H", "H", "H"], "xyz": [[1.116, -1.934, 0.268], [1.585, -1.871, -0.980], [-1.394, 0.221, 1.095], [1.294, -0.525, -0.347], [-0.791, 1.055, -0.026], [0.209, 0.335, -1.005], [2.405, 0.272, 0.417], [2.309, 1.472, 0.513], [-1.544, -0.979, 1.016], [3.285, -0.399, 0.909], [0.714, -2.327, 1.184], [2.250, -2.651, -1.381], [-1.693, 0.814, 2.027], [-0.239, 1.828, 0.527], [-1.655, 1.532, -0.729], [0.741, 1.160, -1.765], [-0.339, -0.354, -1.660]], "mulliken_charge": [-0.15, -0.94, 0.09, 0.40, -0.55, -0.59, 0.99, -0.59, -0.48, -0.60, 0.43, 0.37, 0.32, 0.30, 0.33, 0.32, 0.36], "total_charge": 0, "smiles": "O=CCCC1([N+](=O)[O-])C=C1", "multiplicity": 1, "total_energy_ev": -13961.362, "e_lumo_ha": 0.014, "homo_energy_ev": -10.062, "max_force_ev_per_a": 4.1, "homo_lumo_gap_ev": 10.444}

***

# 11
{"formula": "C23H25N2O", "method": "ωB97M-V/def2-TZVPD", "symbols": ["C", "C", "N", "C", "C", "C", "C", "C", "O", "H", "H", "H", "H", "H", "H", "H", "H", "H", "H", "H", "C", "N", "C", "C", "C", "C", "C", "C", "C", "C", "C", "C", "C", "C", "C", "C", "C", "H", "H", "H", "H", "H", "H", "H", "H", "H", "H", "H", "H", "H", "H"], "xyz": [[4.634, 2.978, 0.261], [3.240, 3.466, 0.571], [2.268, 2.577, 0.092], [0.893, 2.754, 0.108], [-0.070, 1.851, -0.231], [-1.424, 2.390, -0.020], [-1.222, 3.826, 0.532], [0.293, 4.051, 0.625], [2.982, 4.501, 1.161], [4.806, 1.996, 0.724], [4.762, 2.883, -0.827], [5.352, 3.699, 0.651], [2.661, 1.731, -0.320], [0.132, 0.712, 0.034], [-2.044, 2.426, -0.947], [-2.015, 1.779, 0.704], [-1.665, 4.556, -0.144], [-1.692, 3.905, 1.516], [0.598, 4.227, 1.667], [0.619, 4.909, 0.018], [-4.877, -0.871, -0.825], [-3.465, -1.185, -0.706], [-2.470, -0.335, -1.088], [-1.223, -0.871, -0.732], [0.046, -0.113, -0.873], [1.267, -0.934, -0.471], [1.471, -1.213, 0.887], [2.653, -1.843, 1.282], [3.601, -2.213, 0.316], [3.364, -1.965, -1.042], [2.200, -1.308, -1.433], [-1.483, -2.205, -0.201], [-0.747, -3.338, 0.163], [-1.424, -4.474, 0.645], [-2.820, -4.505, 0.790], [-3.598, -3.410, 0.380], [-2.907, -2.331, -0.158], [-5.459, -1.555, -0.199], [-5.032, 0.165, -0.484], [-5.238, -0.964, -1.863], [-2.703, 0.543, -1.685], [0.157, 0.375, -1.875], [0.702, -0.984, 1.631], [2.819, -2.052, 2.341], [4.531, -2.699, 0.626], [4.071, -2.295, -1.803], [1.977, -1.112, -2.483], [0.334, -3.375, 0.048], [-0.863, -5.371, 0.919], [-3.312, -5.388, 1.208], [-4.680, -3.391, 0.512]], "mulliken_charge": [-1.32, 0.70, -0.13, 0.74, 0.52, -0.85, -0.86, -0.70, -0.56, 0.34, 0.35, 0.35, 0.21, -0.70, 0.13, 0.35, 0.28, 0.28, 0.39, 0.43, -0.93, 0.18, -1.49, 0.41, 0.22, 0.05, 0.32, -0.97, -0.51, -0.87, -0.06, 1.10, 0.01, -0.90, -0.62, -1.03, -0.01, 0.30, 0.34, 0.30, 0.71, 0.77, 0.44, 0.47, 0.47, 0.44, 0.47, 0.41, 0.40, 0.39, 0.25], "total_charge": 1, "multiplicity": 1, "total_energy_ev": -29275.803, "e_lumo_ha": -0.138, "homo_energy_ev": -10.960, "max_force_ev_per_a": 4.5, "homo_lumo_gap_ev": 7.218}

***

# 12
{"formula": "C24H34N2NiSe", "method": "ωB97M-V/def2-TZVPD", "symbols": ["Ni", "C", "C", "C", "C", "C", "C", "C", "C", "C", "H", "H", "H", "H", "H", "H", "H", "H", "H", "H", "H", "H", "C", "C", "C", "C", "N", "C", "Se", "N", "C", "C", "C", "C", "C", "C", "C", "C", "C", "C", "H", "H", "H", "H", "H", "H", "H", "H", "H", "H", "H", "H", "H", "H", "H", "H", "H", "H", "H", "H", "H", "H"], "xyz": [[-0.205, 0.210, -0.404], [1.628, -2.381, -1.743], [0.771, -1.173, -1.966], [-0.637, -1.273, -2.043], [-1.449, -0.146, -2.261], [-2.944, -0.263, -2.328], [-0.828, 1.118, -2.352], [0.568, 1.261, -2.280], [1.218, 2.601, -2.425], [1.346, 0.104, -2.049], [2.413, -2.424, -2.499], [1.048, -3.299, -1.794], [2.121, -2.332, -0.770], [-1.100, -2.246, -1.942], [-3.417, 0.233, -1.478], [-3.261, -1.303, -2.344], [-3.314, 0.226, -3.230], [-1.444, 1.999, -2.490], [1.504, 2.736, -3.471], [2.123, 2.676, -1.826], [0.540, 3.411, -2.164], [2.420, 0.206, -1.943], [-4.013, -3.088, 4.528], [-2.859, -2.096, 4.632], [-1.842, -2.234, 3.500], [-2.338, -1.737, 2.145], [-2.548, -0.281, 2.132], [-1.583, 0.649, 2.073], [0.271, 0.301, 1.799], [-2.114, 1.867, 2.231], [-1.358, 3.128, 2.326], [-0.729, 3.318, 3.704], [-1.737, 3.527, 4.833], [-2.403, 4.899, 4.797], [-3.488, 1.728, 2.399], [-4.495, 2.671, 2.594], [-5.777, 2.185, 2.725], [-6.056, 0.807, 2.663], [-5.061, -0.126, 2.469], [-3.764, 0.365, 2.338], [-4.718, -2.952, 5.346], [-3.646, -4.114, 4.573], [-4.574, -2.982, 3.596], [-2.338, -2.253, 5.578], [-3.241, -1.070, 4.673], [-1.570, -3.286, 3.379], [-0.919, -1.703, 3.749], [-3.288, -2.195, 1.875], [-1.619, -1.977, 1.362], [-2.055, 3.930, 2.091], [-0.594, 3.113, 1.550], [-0.067, 4.185, 3.638], [-0.089, 2.457, 3.917], [-1.213, 3.411, 5.782], [-2.494, 2.735, 4.814], [-1.662, 5.691, 4.909], [-3.124, 5.003, 5.607], [-2.937, 5.082, 3.862], [-4.289, 3.730, 2.652], [-6.592, 2.878, 2.882], [-7.078, 0.474, 2.775], [-5.285, -1.182, 2.434]], "mulliken_charge": [0.34, -1.59, 0.92, -0.38, 0.82, -1.53, -0.45, 0.64, -1.71, -0.61, 0.40, 0.42, 0.35, 0.47, 0.26, 0.43, 0.42, 0.63, 0.36, 0.42, 0.42, 0.62, -1.29, -0.15, -0.58, -1.10, 0.97, -0.63, -0.35, 0.63, -1.11, -0.47, -0.17, -1.30, 0.85, -0.77, -0.85, -0.84, -0.75, 0.70, 0.37, 0.37, 0.25, 0.40, 0.13, 0.50, 0.26, 0.58, 0.06, 0.57, 0.16, 0.50, 0.25, 0.40, 0.14, 0.37, 0.37, 0.26, 0.35, 0.47, 0.47, 0.35], "total_charge": 2, "multiplicity": 3, "total_energy_ev": -134796.287, "e_lumo_ha": [-0.222, -0.306], "homo_energy_ev": [-14.724, -14.774], "max_force_ev_per_a": 0.2, "homo_lumo_gap_ev": [8.682, 6.449]}

***

The highest multiplicity belongs to which entry? C24H34N2NiSe

***

Number 8 is which compound? C4H8O3

***

What did the second record say?
{"formula": "C4H4N4", "method": "ωB97M-V/def2-TZVPD", "symbols": ["C", "C", "C", "C", "H", "H", "H", "H", "N", "N", "N", "N"], "xyz": [[-1.921, -0.049, -0.224], [0.014, -0.696, 0.337], [1.460, 0.928, -0.101], [0.087, 0.755, 0.497], [-1.557, 1.967, -0.254], [-2.956, 0.073, -0.546], [2.056, 1.775, -0.100], [0.136, 1.143, 1.516], [-1.127, 1.065, -0.245], [-1.356, -1.165, 0.120], [1.128, -1.236, -0.128], [1.995, -0.176, -0.271]], "mulliken_charge": [-0.08, 0.44, -0.48, 0.38, 0.24, 0.36, 0.45, 0.33, -0.27, -0.58, -0.50, -0.29], "total_charge": 0, "smiles": "C1=NN=C2N=CN[C@H]12", "multiplicity": 1, "total_energy_ev": -10170.442, "e_lumo_ha": -0.001, "homo_energy_ev": -9.285, "max_force_ev_per_a": 3.4, "homo_lumo_gap_ev": 9.261}

***

Number 7 is which compound? C4H10N2